Entry 1:
The following is a quantum chemistry calculation of a structure of composition C38H57AsN8OPtS2, from the OMol25 dataset.

Summary:
net charge = +2
max |F| = 3.55 eV/Å
E = -5146.30912 a.u.

The geometry in XYZ format:
```
108
C38H57AsN8OPtS2 (ωB97M-V/def2-TZVPD)
Pt -0.22980 0.24074 -0.20276
C -1.81800 3.01894 2.72644
C -1.52770 2.67504 1.29554
N -0.35890 2.08964 1.04104
N 0.62190 2.31834 1.87094
C 1.68140 1.59234 1.98734
S 1.91910 0.05734 1.26494
S 2.98820 2.42334 2.83564
C 3.52520 1.31584 4.20034
C 3.86850 -0.09596 3.86394
C 3.47570 -1.10766 4.73284
C 3.83090 -2.42006 4.47744
C 4.57170 -2.73716 3.35074
C 4.96960 -1.73086 2.48684
C 4.62330 -0.41586 2.74094
C -2.40530 3.09974 0.25964
C -3.42180 4.04154 0.53174
C -4.15170 4.63024 -0.46606
C -3.90190 4.30074 -1.80746
C -2.96190 3.36614 -2.12296
C -2.20900 2.68934 -1.11496
O -1.45360 1.73544 -1.46876
H -1.22890 2.37514 3.37654
H -2.87330 2.89664 2.95364
H -1.52630 4.05014 2.92244
H 2.75320 1.36414 4.96954
H 4.40700 1.84514 4.57074
H 2.91960 -0.85806 5.62554
H 3.53430 -3.19706 5.16284
H 4.84820 -3.76256 3.15704
H 5.56780 -1.96986 1.62034
H 4.95020 0.37184 2.07624
H -3.60370 4.34594 1.54834
H -4.91160 5.35534 -0.22376
H -4.47570 4.77824 -2.58486
H -2.76270 3.10084 -3.15016
C 3.59140 2.87654 -0.68506
N 2.58100 2.14474 -1.41636
C 1.49990 2.97084 -1.90876
C 2.60230 0.81864 -1.61136
N 1.42920 0.19734 -1.86746
C 1.28150 -0.80646 -2.76086
C 2.25180 -1.16696 -3.72176
C 2.01950 -2.17246 -4.62536
C 0.79580 -2.85116 -4.63346
C -0.21080 -2.45386 -3.78696
C -0.01010 -1.42086 -2.86106
N -1.03820 -0.96486 -2.07406
C -2.21120 -0.69416 -2.65466
N -3.34250 -0.66436 -1.93116
C -4.44960 0.22204 -2.21286
C -3.40860 -1.28046 -0.63636
N -2.31600 -0.42186 -3.98036
C -3.45710 -0.82266 -4.77856
C -1.30420 0.29314 -4.72426
N 3.74360 0.11384 -1.45996
C 5.05810 0.60564 -1.82936
C 3.72510 -1.28466 -1.08676
H 3.09420 3.57394 -0.00906
H 4.22830 3.46874 -1.34436
H 4.20540 2.21134 -0.08766
H 1.86690 3.62464 -2.70316
H 0.69090 2.34994 -2.28566
H 1.11910 3.60034 -1.10336
H 3.18390 -0.62686 -3.75886
H 2.78280 -2.44856 -5.33546
H 0.63780 -3.66196 -5.32596
H -1.17230 -2.94566 -3.81256
H -5.37480 -0.34166 -2.33976
H -4.26670 0.81814 -3.09806
H -4.57270 0.90524 -1.36836
H -2.54940 -1.93436 -0.50336
H -4.33340 -1.85796 -0.57536
H -3.41300 -0.51546 0.14884
H -4.15890 -1.41306 -4.19656
H -3.09380 -1.43156 -5.61026
H -3.97150 0.04174 -5.20296
H -0.65940 0.83644 -4.03676
H -1.80950 1.00884 -5.37676
H -0.69690 -0.36746 -5.35046
H 4.98670 1.55454 -2.35356
H 5.52280 -0.12296 -2.49986
H 5.70530 0.71714 -0.95656
H 2.79890 -1.52736 -0.56696
H 4.55590 -1.46216 -0.40496
H 3.83120 -1.95116 -1.94776
C -2.26430 -4.02566 1.02514
C -1.35550 -3.34496 2.03144
As -1.03330 -1.37356 1.95624
C 0.22900 -1.32636 3.48714
C -0.22140 -2.08686 4.72904
C -2.58770 -0.47596 2.84094
C -3.75170 -1.35886 3.26384
H -2.27290 -5.09776 1.21814
H -1.90840 -3.88186 0.00674
H -3.28680 -3.66306 1.10944
H -0.34770 -3.76966 1.97324
H -1.73700 -3.51976 3.03864
H 0.37820 -0.26996 3.74354
H 1.19650 -1.71846 3.15644
H -1.22400 -1.79676 5.04764
H 0.46740 -1.87156 5.54424
H -0.19720 -3.16246 4.56504
H -2.94860 0.30104 2.15964
H -2.17470 0.03234 3.71844
H -4.21790 -1.84226 2.40674
H -4.50620 -0.74516 3.75404
H -3.43800 -2.12666 3.96874
```

These are the Mulliken partial charges, in e, on atoms 1 to 99: 4.4357, -2.0383, 0.5729, 0.6591, -1.2587, 0.0976, -0.0651, -0.0588, -1.0071, 0.4537, -0.5483, -0.5606, -0.8512, -0.4312, -0.2120, 0.8889, -1.1472, -1.0900, -0.6144, -1.1221, -0.1049, -0.5997, 0.3363, 0.5696, 0.3912, 0.4181, 0.5055, 0.4962, 0.4603, 0.4606, 0.6168, 0.4611, 0.4522, 0.4439, 0.4947, 0.5723, -1.2834, 0.4511, -0.7548, -0.7409, 0.5348, 0.3504, -1.0097, -0.8119, -1.0419, -0.3213, -1.1860, 0.5526, 0.4413, 0.2267, -1.1996, -0.5800, 0.6220, -1.3201, -1.0266, 0.8870, -1.3902, -1.2531, 0.4852, 0.3281, 0.3507, 0.4835, -0.1493, 0.3342, 0.5953, 0.4652, 0.4198, 0.5282, 0.2641, 0.4620, 0.3973, -0.4125, 0.5425, 0.1343, 0.3797, 0.3970, 0.4204, 0.1635, 0.4599, 0.2072, 0.4742, 0.4171, 0.3178, 0.3514, 0.3056, 0.4196, -1.0488, -0.7610, 0.2917, -0.4054, -1.4904, -0.3664, -1.4909, 0.4447, 0.2134, 0.1977, 0.5473, 0.5228, 0.3411

---

Entry 2:
The following is a quantum chemistry calculation of a structure of composition C38H57Cl3N13O4Ta, from the OMol25 dataset.

Summary:
net charge = +2
max |F| = 1.16 eV/Å
energy above the lowest of the compared OMol25 structures with the same formula, charge and spin = 66.0 kJ/mol
E = -3932.26538 a.u.

The geometry in XYZ format:
```
116
C38H57Cl3N13O4Ta (ωB97M-V/def2-TZVPD)
Ta 1.07014 0.06792 -0.35978
C -0.85937 0.79314 5.19865
N -0.80101 0.09999 3.91457
C -1.40160 -1.22017 3.93024
C -0.19767 0.64925 2.82893
N 0.62702 -0.03721 2.02069
C 1.44293 -1.01003 2.76490
C 2.59121 -1.53726 1.90728
N 2.91224 -0.63680 0.76643
C 3.70455 0.50164 1.27337
C 3.81274 1.55470 0.20618
N 2.47070 1.79828 -0.35234
C 2.30067 3.02177 -0.91171
N 1.59567 3.18167 -2.05105
C 0.83536 4.39399 -2.33912
C 1.91486 2.40419 -3.24007
N 2.85303 4.13375 -0.38006
C 3.06301 4.39899 1.03506
C 3.33645 5.22209 -1.23145
C 3.67007 -1.41967 -0.23464
C 2.76459 -2.49580 -0.84001
N 1.34038 -2.25457 -0.53351
C 0.54814 -3.24033 -0.92664
N 0.98853 -4.27538 -1.70716
C 1.67651 -4.08682 -2.97730
C 0.57978 -5.64685 -1.42684
N -0.72941 -3.33533 -0.50800
C -1.18283 -2.58801 0.63668
C -1.77597 -3.87737 -1.36607
N -0.38009 1.98373 2.66872
C -1.57244 2.68120 3.13798
C 0.75444 2.84613 2.38579
H -0.50595 0.10963 5.97194
H -1.87455 1.10347 5.45209
H -0.20662 1.66089 5.19475
H -2.38006 -1.14749 4.40848
H -0.80594 -1.93931 4.49843
H -1.54940 -1.57173 2.91871
H 0.88293 -1.88271 3.10756
H 1.83470 -0.53248 3.66779
H 2.33019 -2.50698 1.50292
H 3.49892 -1.66137 2.50395
H 4.68751 0.14771 1.59672
H 3.17950 0.90218 2.14216
H 4.48993 1.23725 -0.59256
H 4.26119 2.43777 0.64752
H 1.34187 5.01921 -3.07736
H 0.65579 4.95784 -1.43097
H -0.12886 4.09673 -2.74819
H 2.53764 1.55973 -2.97581
H 2.45756 3.04181 -3.94512
H 1.00268 2.05681 -3.72445
H 2.61949 3.62732 1.65177
H 2.59944 5.35535 1.28309
H 4.12887 4.47386 1.26337
H 3.37616 4.90941 -2.26922
H 4.34826 5.47580 -0.91359
H 2.71082 6.11057 -1.13956
H 4.54706 -1.86746 0.24201
H 4.01245 -0.74379 -1.01499
H 3.04461 -3.48947 -0.48481
H 2.94708 -2.47090 -1.91216
H 1.58702 -3.05655 -3.31318
H 1.19303 -4.71783 -3.72563
H 2.73137 -4.36713 -2.92895
H 0.18790 -5.72172 -0.41577
H 1.45389 -6.29419 -1.50789
H -0.17534 -6.00914 -2.12888
H -1.48603 -1.56320 0.39085
H -0.38890 -2.57376 1.37851
H -2.05836 -3.09001 1.05502
H -2.25671 -4.73647 -0.89446
H -1.36308 -4.17524 -2.32483
H -2.52599 -3.10798 -1.53990
H -1.42068 3.16022 4.10717
H -2.40869 1.98925 3.20293
H -1.81940 3.46125 2.41889
H 1.16500 3.25182 3.31731
H 0.44925 3.67386 1.74877
H 1.51080 2.27060 1.86763
O -3.53702 4.59970 -0.21038
C -4.44358 3.69601 0.15332
O -5.58082 3.99602 0.37695
C -3.99064 2.27347 0.30040
C -4.84149 1.26135 0.70886
Cl -6.48729 1.25056 1.07557
N -4.11473 0.12415 0.80080
N -2.83530 0.31788 0.46728
C -2.74238 1.60662 0.16856
C -1.40858 2.15146 -0.17392
O -1.21195 3.34426 -0.30474
O -0.42647 1.29076 -0.25495
C -4.57979 -1.17950 1.17938
C -4.60845 -1.52215 2.52069
C -5.05057 -2.78563 2.88310
C -5.46666 -3.68108 1.90588
C -5.44925 -3.31546 0.56669
C -5.00269 -2.05520 0.19527
H -2.64922 4.20198 -0.32391
H -4.30967 -0.79588 3.26638
H -5.09088 -3.06514 3.92732
H -5.82624 -4.66027 2.19228
H -5.79854 -4.00688 -0.18860
H -4.99882 -1.74247 -0.84169
Cl 3.62729 -0.49583 -3.91606
C 1.96392 -0.66639 -4.39016
C 1.66678 -0.95384 -5.71021
C 0.34818 -1.15052 -6.08700
C -0.66695 -1.07203 -5.14401
C -0.35254 -0.77620 -3.83229
Cl -1.61536 -0.69247 -2.64179
C 0.96896 -0.53821 -3.41139
N 1.25847 -0.25065 -2.10613
H 2.46853 -1.03062 -6.43141
H 0.11065 -1.37522 -7.11722
H -1.69790 -1.23686 -5.42464
```

These are the Mulliken partial charges, in e, on atoms 1 to 99: 1.1874, -1.2738, 0.6755, -1.4051, -0.8974, 0.4191, -1.2548, -1.0702, -0.2767, -1.2359, -1.2026, 0.2724, -0.8340, 1.1321, -1.4251, -0.9653, 0.3878, -1.3409, -1.1930, -1.0087, -0.9772, 0.2514, -0.5220, 0.5279, -1.1196, -1.1674, 0.4531, -0.5487, -1.0755, 1.0655, -1.2162, -1.1274, 0.3826, 0.3752, 0.3683, 0.4999, 0.2850, 0.2971, 0.2545, 0.7205, 0.3187, 0.5414, 0.5478, 0.3453, 0.3822, 0.7860, 0.4756, 0.4278, 0.2913, -0.1128, 0.3344, 0.4533, 0.3953, 0.4257, 0.3971, 0.3639, 0.3991, 0.3744, 0.4623, 0.2003, 0.9099, 0.1296, 0.2544, 0.4011, 0.3038, 0.3139, 0.4046, 0.3860, 0.0630, 0.3084, 0.5353, 0.2984, 0.3764, 0.2025, 0.4697, 0.2837, 0.3193, 0.4018, 0.7358, -0.6143, -0.5796, 0.4466, -0.5614, 0.3005, -0.1193, -0.1020, -0.1065, 0.9990, -0.9881, 0.9280, -0.7819, 0.8619, -0.9895, 0.1950, -0.9681, -0.5301, -0.8059, -0.0779, 0.4135